No. 1
This record from the OMol25 dataset describes 2 unconnected molecules or ions with the total composition C7H9ClN2OS in a non-equilibrium geometry. The level of theory is wB97M-V/def2-TZVPD.

```
! wB97M-V def2-TZVPD RIJCOSX def2/J DEFGRID3
* xyz 0 1
C 1.59 1.29 0.56
C 2.48 0.33 0.07
C 0.42 1.43 -0.17
C 0.83 -0.35 -1.37
C -3.99 -0.76 0.27
C 3.74 0.04 0.77
C -2.90 -1.05 -0.74
N 2.02 -0.56 -0.88
N 0.02 0.67 -1.12
O -1.48 -0.56 1.43
S -2.34 0.18 0.53
Cl -0.65 2.73 0.31
H 1.97 2.01 1.27
H -4.53 -1.44 1.02
H -4.53 -0.01 -0.28
H 4.58 -0.16 0.17
H 4.00 0.86 1.46
H 3.59 -0.92 1.23
H -3.10 -0.62 -1.70
H 0.65 -1.11 -2.05
H -2.38 -2.00 -0.78
*
```

Summary:
- LUMO energy: 0.60 eV
- HOMO energy: -8.95 eV
- Relative energy (zero: lowest compared OMol25 entry of this formula, charge and spin): 0.0 kJ/mol

Results of the Mulliken charge analysis, in e, for atoms 1 through 6: number 1, C, carries -0.621; number 2, C, carries 0.853; number 3, C, carries 0.459; number 4, C, carries -0.121; number 5, C, carries -0.602; number 6, C, carries -1.167

No. 2
This record from the OMol25 dataset describes a molecular structure, C2H2ClN3O in a non-equilibrium geometry. The level of theory is wB97M-V/def2-TZVPD.

```
! wB97M-V def2-TZVPD RIJCOSX def2/J DEFGRID3
* xyz 0 1
C -0.26 -1.42 0.21
C 1.63 -0.35 0.10
N 1.09 -1.52 0.19
N -0.87 -0.28 0.10
N 0.77 0.70 0.00
O 0.76 1.96 0.48
Cl 3.29 -0.29 -0.12
H -1.03 -2.35 0.11
H 0.16 2.58 -0.19
*
```

Summary:
- LUMO energy (spin up / spin down): 0.09 / 0.09 eV
- HOMO energy (spin up / spin down): -9.63 / -9.63 eV
- Relative energy (zero: lowest compared OMol25 entry of this formula, charge and spin): 392.0 kJ/mol

Results of the Mulliken charge analysis, in e, for atoms 1 through 6: number 1, C, carries 0.175; number 2, C, carries 0.427; number 3, N, carries -0.516; number 4, N, carries -0.285; number 5, N, carries 0.000; number 6, O, carries -0.373

No. 3
This record from the OMol25 dataset describes a molecular structure, C21H23BrCoN7OS in a non-equilibrium geometry. The level of theory is wB97M-V/def2-TZVPD.

```
! wB97M-V def2-TZVPD RIJCOSX def2/J DEFGRID3
* xyz 1 2
Co -0.01 0.47 -0.11
C 2.23 0.30 3.49
C 1.30 0.02 2.35
N 0.63 0.96 1.73
N 0.79 2.23 2.07
C 0.34 3.15 1.26
N 0.44 4.44 1.62
S -0.34 2.85 -0.30
C 1.07 -1.33 1.89
C 1.47 -2.45 2.63
C 1.17 -3.72 2.16
C 0.48 -3.84 0.97
C 0.15 -2.69 0.27
N 0.45 -1.47 0.70
H 2.42 1.37 3.54
H 3.17 -0.23 3.37
H 1.77 -0.01 4.43
H 0.83 4.69 2.51
H 0.15 5.15 0.98
H 1.98 -2.33 3.57
H 1.47 -4.59 2.72
H 0.21 -4.81 0.58
H -0.39 -2.75 -0.67
C 2.87 2.85 -1.87
C 2.43 1.44 -1.62
O 2.04 1.05 -0.51
N 2.48 0.59 -2.65
C 2.08 -0.80 -2.50
C 0.62 -1.01 -2.79
C 0.25 -1.95 -3.75
C -1.08 -2.11 -4.08
C -2.02 -1.30 -3.45
C -1.58 -0.41 -2.49
N -0.29 -0.28 -2.13
H 3.57 3.17 -1.10
H 1.99 3.49 -1.78
H 3.31 2.99 -2.85
H 2.74 0.92 -3.57
H 2.31 -1.09 -1.47
H 2.68 -1.40 -3.18
H 1.01 -2.54 -4.24
H -1.38 -2.83 -4.83
H -3.06 -1.36 -3.71
H -2.28 0.23 -1.99
Br -5.53 2.69 0.29
C -4.34 1.34 0.89
C -4.70 0.46 1.90
C -3.76 -0.49 2.29
C -2.54 -0.53 1.63
N -2.20 0.30 0.65
C -3.09 1.22 0.29
H -5.67 0.51 2.36
H -3.98 -1.18 3.08
H -1.81 -1.28 1.91
H -2.81 1.91 -0.50
*
```

Summary:
- LUMO energy (spin up / spin down): -2.97 / -2.94 eV
- HOMO energy (spin up / spin down): -10.27 / -10.27 eV
- Relative energy (zero: lowest compared OMol25 entry of this formula, charge and spin): 56.1 kJ/mol

Results of the Mulliken charge analysis, in e, for atoms 1 through 6: number 1, Co, carries 0.398; number 2, C, carries -1.885; number 3, C, carries 1.038; number 4, N, carries 1.465; number 5, N, carries -1.626; number 6, C, carries 0.800

No. 4
This record from the OMol25 dataset describes 2 unconnected molecules or ions with the total composition C4H12. The level of theory is wB97M-V/def2-TZVPD.

```
! wB97M-V def2-TZVPD RIJCOSX def2/J DEFGRID3
* xyz 0 1
C -0.48 2.42 -1.27
C -0.86 0.95 -1.19
H -1.32 3.07 -0.99
H 0.33 2.64 -0.57
H -0.11 2.69 -2.26
H -0.01 0.32 -1.44
H -1.72 0.74 -1.81
H -1.05 0.71 -0.15
C 1.06 -1.27 1.69
C 0.25 -2.14 0.73
H 0.71 -1.31 2.72
H 2.11 -1.52 1.65
H 1.01 -0.23 1.36
H 0.75 -2.15 -0.23
H -0.78 -1.79 0.65
H 0.11 -3.15 1.10
*
```

Summary:
- SMILES: CC.CC
- LUMO energy: 1.14 eV
- HOMO energy: -11.72 eV
- Relative energy (zero: lowest compared OMol25 entry of this formula, charge and spin): 8.6 kJ/mol

Results of the Mulliken charge analysis, in e, for atoms 1 through 6: number 1, C, carries -0.921; number 2, C, carries -0.672; number 3, H, carries 0.280; number 4, H, carries 0.278; number 5, H, carries 0.283; number 6, H, carries 0.232

No. 5
This record from the OMol25 dataset describes a molecular structure, C29H50BrNOP2Zr in a non-equilibrium geometry. The level of theory is wB97M-V/def2-TZVPD.

```
! wB97M-V def2-TZVPD RIJCOSX def2/J DEFGRID3
* xyz 4 1
N -4.76 5.13 -4.08
C -4.35 5.54 -2.88
C -3.15 5.12 -2.29
C -2.40 4.14 -2.97
C -2.78 3.77 -4.28
C -4.00 4.27 -4.78
C -1.40 3.35 -2.23
Zr 0.55 3.09 -1.33
P 3.94 0.89 -1.40
C -0.64 2.29 -2.92
C -0.82 0.91 -2.51
C -0.02 -0.08 -3.14
C -0.01 -1.35 -2.67
C -0.81 -1.72 -1.48
C -1.92 -0.79 -1.21
C -1.87 0.50 -1.65
Br 0.46 -1.73 0.07
H -1.70 3.18 -1.15
H -0.12 2.52 -3.87
H -2.86 5.46 -1.30
H -2.25 3.01 -4.85
H -5.01 6.23 -2.34
H -4.39 3.96 -5.76
H 0.60 0.22 -3.99
H -2.60 1.26 -1.32
H 0.72 -2.07 -3.01
H -2.71 -1.13 -0.53
P -1.46 -3.52 -1.68
C 2.48 1.89 -0.91
C 3.05 3.23 -0.39
H 1.86 1.35 -0.16
H 1.99 1.91 -1.97
H 2.29 4.05 -0.21
H 3.55 3.07 0.58
H 3.78 3.63 -1.10
C 3.21 -0.13 -2.75
C 4.18 -1.16 -3.35
H 2.90 0.58 -3.53
H 2.30 -0.61 -2.36
H 3.72 -1.63 -4.22
H 5.11 -0.67 -3.68
H 4.45 -1.95 -2.64
C 3.84 -0.33 0.00
C 5.06 -0.27 0.92
H 3.75 -1.34 -0.44
H 2.93 -0.15 0.59
H 4.96 -1.05 1.68
H 5.98 -0.45 0.36
H 5.16 0.69 1.43
C -1.60 -4.41 -0.10
C -1.83 -5.93 -0.16
H -2.40 -3.93 0.47
H -0.66 -4.19 0.44
H -2.87 -6.19 -0.42
H -1.15 -6.43 -0.87
H -1.63 -6.33 0.84
C -0.30 -4.45 -2.72
C -0.39 -4.21 -4.22
H -0.51 -5.51 -2.50
H 0.70 -4.23 -2.32
H -1.24 -4.74 -4.67
H -0.45 -3.16 -4.50
H 0.52 -4.62 -4.69
C -3.03 -3.60 -2.56
C -4.30 -3.48 -1.72
H -3.00 -4.58 -3.07
H -3.00 -2.83 -3.34
H -4.82 -2.55 -1.97
H -4.98 -4.32 -1.95
H -4.12 -3.48 -0.63
C -0.16 1.30 2.59
C -0.96 1.58 1.34
O -0.27 2.51 0.49
C 0.09 3.86 1.05
C -1.12 4.47 1.78
H 0.75 0.73 2.35
H -0.78 0.67 3.23
H 0.09 2.22 3.13
H -1.07 0.67 0.76
H -1.95 1.99 1.52
H 0.96 3.72 1.71
H 0.34 4.57 0.19
H -1.31 3.97 2.73
H -0.90 5.53 1.97
H -2.01 4.43 1.14
*
```

Summary:
- LUMO energy (spin up / spin down): -14.18 / -14.20 eV
- HOMO energy (spin up / spin down): -18.82 / -18.78 eV

Results of the Mulliken charge analysis, in e, for atoms 1 through 6: number 1, N, carries -0.438; number 2, C, carries -0.477; number 3, C, carries -0.432; number 4, C, carries 0.265; number 5, C, carries -0.485; number 6, C, carries -0.495

No. 6
This record from the OMol25 dataset describes a molecular structure, C20H23N3O6Ti. The level of theory is wB97M-V/def2-TZVPD.

```
! wB97M-V def2-TZVPD RIJCOSX def2/J DEFGRID3
* xyz 2 3
Ti -0.14 -0.10 0.13
C 1.85 1.83 1.80
C 2.59 0.51 1.87
O 2.12 -0.34 0.81
C 2.61 -1.68 0.97
C 1.60 -2.60 0.30
O 0.28 -2.18 0.67
C -0.39 -2.72 1.81
C -0.56 -1.62 2.83
O -1.08 -0.45 2.18
C -1.10 0.68 3.09
C -0.59 1.91 2.36
O 0.49 1.54 1.50
H 2.24 2.47 1.01
H 1.94 2.35 2.75
H 2.40 0.02 2.83
H 3.67 0.67 1.77
H 2.68 -1.92 2.03
H 3.59 -1.78 0.52
H 1.76 -3.64 0.56
H 1.64 -2.50 -0.79
H 0.18 -3.54 2.24
H -1.36 -3.10 1.47
H 0.41 -1.37 3.27
H -1.23 -1.94 3.63
H -0.46 0.46 3.94
H -2.12 0.84 3.46
H -0.28 2.68 3.07
H -1.37 2.34 1.72
O -6.04 -0.57 -4.14
N -5.68 0.56 -3.90
O -6.27 1.56 -4.19
C -4.39 0.75 -3.17
C -3.96 2.02 -3.10
C -2.74 2.35 -2.44
C -2.23 3.66 -2.43
C -1.04 3.91 -1.79
C -0.41 2.86 -1.13
N -0.87 1.62 -1.11
C -2.02 1.34 -1.78
C -2.48 -0.02 -1.85
N -1.73 -0.96 -1.23
C -2.06 -2.24 -1.36
C -3.16 -2.65 -2.10
C -3.96 -1.72 -2.70
C -3.64 -0.35 -2.59
H -4.55 2.80 -3.56
H -2.77 4.44 -2.94
H -0.60 4.90 -1.78
H 0.51 3.04 -0.59
H -1.42 -2.96 -0.87
H -3.38 -3.71 -2.19
H -4.83 -2.02 -3.26
*
```

Summary:
- LUMO energy (spin up / spin down): -6.39 / -6.41 eV
- HOMO energy (spin up / spin down): -13.40 / -15.11 eV
- Relative energy (zero: lowest compared OMol25 entry of this formula, charge and spin): 0.0 kJ/mol

Results of the Mulliken charge analysis, in e, for atoms 1 through 6: number 1, Ti, carries 0.556; number 2, C, carries -0.677; number 3, C, carries -0.621; number 4, O, carries -0.190; number 5, C, carries -0.572; number 6, C, carries -0.791